{"formula": "C2H4ClFO", "method": "ωB97M-V/def2-TZVPD", "elements": ["O", "C", "C", "F", "Cl", "H", "H", "H", "H"], "xyz": [[1.18, 0.14, -1.12], [0.34, -0.55, -0.32], [-0.49, 0.18, 0.66], [-1.32, 0.86, -0.14], [0.26, 1.47, 1.53], [0.56, 0.89, -1.30], [-0.39, -1.10, -0.86], [0.85, -1.38, 0.19], [-0.99, -0.51, 1.36]], "nbo_charge": [-0.6612, -0.1082, 0.1467, -0.3533, -0.0301, 0.4685, 0.1693, 0.1775, 0.1907], "e_tot_ev": -19425.3522, "smiles": "OC[C@H](F)Cl", "orbital_gap_ev": 11.72, "largest_force_ev_per_a": 4.4, "relative_energy_kcal_mol": 12.59, "e_lumo_ev": 0.852, "spin_multiplicity": 1}